A structure of composition C29H29BrClIN3O6Sc in a non-equilibrium geometry. Source: the Open Molecules 2025 dataset; level of theory: ωB97M-V with the def2-TZVPD basis set.

Summary:
- relative energy (zero: lowest compared OMol25 entry of this formula, charge and spin) (kcal per mole) = 109.6
- Kohn-Sham gap (alpha / beta) (eV) = 7.05 / 5.46
- lowest unoccupied orbital energy (alpha / beta) (hartree) = -0.0188 / -0.0188

XYZ file:
```
71
C29H29BrClIN3O6Sc (ωB97M-V with the def2-TZVPD basis set)
Sc 1.39888 -2.43150 0.33424
Cl -0.91412 4.28399 -1.22172
C -1.72519 2.79823 -1.55762
C -2.37050 0.45322 -0.69529
C -2.19870 -0.65182 0.29944
I -3.39703 -0.54195 2.01265
C -1.15559 -1.58240 0.20939
O -0.75520 -2.53215 0.97064
C 0.66286 0.03044 -0.48583
N 1.99245 -0.48168 -0.49922
C 2.90192 0.38101 -0.91874
C 2.59011 1.63181 -1.49320
C 1.27795 1.99132 -1.73240
C 0.17401 1.00058 -1.61635
H -3.14840 1.08240 -0.23316
H 3.95053 0.08045 -0.82161
H 3.44281 2.26139 -1.70034
H 1.03091 3.00790 -2.04879
C 0.09540 -3.88710 -3.11653
C 1.14154 -4.48297 -2.25755
N 1.59015 -4.11183 -1.06885
C 2.50081 -5.09850 -0.62530
C 2.68290 -6.03093 -1.65043
N 1.80891 -5.60373 -2.61078
C 3.57531 -7.20885 -1.86438
O 4.29579 -7.62504 -0.82180
O 3.61779 -7.72416 -2.99057
C 3.07095 -4.89793 0.72635
O 3.87754 -5.72355 1.14599
O 2.60336 -3.81283 1.29828
H -0.23045 -2.92974 -2.70280
H -0.77548 -4.55238 -3.24965
H 0.49808 -3.67678 -4.11969
H 1.72526 -6.11595 -3.51441
H 4.17003 -7.02456 -0.04776
C -1.95655 4.74115 3.22642
C -0.98030 3.69851 3.79367
C -1.61382 2.89413 4.94348
C 0.31556 4.42363 4.27977
C -0.54363 2.66956 2.71420
C 0.45357 1.72328 2.99164
C 0.83881 0.74162 2.06560
Br 1.99839 -0.61857 2.88795
C 0.35181 0.79771 0.76803
O -0.10362 -1.21460 -0.69812
C -0.62755 1.73463 0.48767
C -1.14344 2.59155 1.45341
C -1.16933 1.54354 -0.92986
C -3.03027 -0.06720 -1.99349
C -2.86349 2.94690 -2.49242
C 0.07080 0.36917 -2.98046
H -2.30003 5.41810 4.01629
H -2.84695 4.25165 2.86898
H -1.53583 5.29296 2.38076
H -1.93833 3.54400 5.76750
H -0.96694 2.12200 5.31906
H -2.51481 2.39637 4.60178
H 0.09246 5.18820 5.03212
H 0.82640 4.94433 3.46218
H 0.98765 3.72602 4.75673
H 0.92437 1.67226 3.96913
H -1.98325 3.24321 1.21411
H -4.08932 0.20507 -2.04024
H -3.00062 -1.16795 -1.98219
H -2.50814 0.25068 -2.89559
H -3.76636 3.31845 -2.00353
H -3.10871 2.02450 -3.03010
H -2.58209 3.69352 -3.23578
H 1.07188 0.02250 -3.25103
H -0.17977 1.09409 -3.73453
H -0.58414 -0.48942 -3.06535
```

Results of the Mulliken charge analysis, in e, for atoms 1 through 5:
1. Sc 0.61
2. Cl -0.17
3. C -0.31
4. C 0.56
5. C -1.56